Molecular formula: C4H9NO2
Method: DFT, wB97M-V/def2-TZVPD

The geometry in XYZ format:
```
16
Properties=species:S:1:pos:R:3:forces:R:3:lowdin_charge:R:1
C -1.2202 0.0767 -1.3202 1.9361 -0.1913 -0.3491 -0.0268
C -0.0680 -0.9294 1.3943 1.2387 -0.6199 -0.5375 -0.0050
C 0.3137 -0.2092 -0.9102 -3.0877 0.9476 -0.9614 -0.4786
C 0.6649 -0.2219 0.5129 -0.4915 0.0113 1.3017 -0.3646
N 1.5934 0.7479 0.8820 -0.0212 -0.2511 -0.2570 0.1185
O -0.5292 -1.1585 -1.4471 0.8017 -1.2723 -0.1498 -0.0188
O 1.3285 0.2210 -1.7331 0.1264 0.0310 0.0402 0.0695
H 1.1484 -0.0776 -2.6327 -0.0823 -0.0133 0.0920 0.1225
H 2.2264 1.0145 0.1426 0.0442 -0.0208 0.1254 0.0855
H 2.0451 0.5720 1.7654 0.0211 0.0793 -0.0437 0.0961
H -1.3167 0.5776 -2.2798 -0.1480 0.1617 0.0681 0.1001
H -2.1246 -0.0503 -0.7408 0.2629 0.5394 0.5085 0.0880
H -2.0707 1.2890 1.2855 1.1823 -0.8286 0.7905 0.0581
H -1.4883 0.8333 1.6026 -1.3903 1.0798 -0.7211 0.0309
H 0.2259 -0.9817 2.4295 -0.0971 0.2842 0.2482 0.0597
H -0.7286 -1.7036 1.0489 -0.2954 0.0630 -0.1552 0.0648
```
Positions in Å, forces in eV/Å.

Calculated values
Gap between HOMO and LUMO = 9.04 eV
ΔE to the lowest compared entry with this formula, charge and spin = 400.7 kJ/mol
Total energy = -9875.90791 eV